The following is a DFT calculation (ωB97M-V with the def2-TZVPD basis set) of a 2-piece molecular cluster, C2H2O3S overall at a distorted geometry.

Highest occupied orbital energy, eV: -9.56
Relative energy (zero: lowest compared OMol25 entry of this formula, charge and spin), kJ/mol: 258.4
Maximum force, eV/Å: 5.994
Multiplicity: 1

Each line ends with the natural charge from an NBO analysis.
Cartesian coordinates (Å):
C -0.125652 0.950710 0.127783  0.759
C -0.648031 0.802663 1.434871  -0.790
O -0.317888 -1.770413 -1.460343  -0.829
O 2.040394 -1.275251 -0.956752  -0.833
O 0.158387 1.180611 -0.964521  -0.490
S 0.921488 -1.019057 -1.840685  1.636
H -0.299825 -0.029362 2.078653  0.270
H -1.728873 1.160099 1.580994  0.276

Cartesian forces, eV/Å:
C -3.086 -0.231 5.133
C 0.251 -0.101 -3.327
O 2.805 2.066 -1.249
O -0.572 0.591 -0.815
O 0.643 0.555 -0.190
S -2.040 -3.346 1.590
H 0.068 0.887 -0.637
H 1.931 -0.420 -0.506